Computed, not measured: a 7-piece molecular cluster, C29H44ClF18INO16P2S overall at a distorted geometry, with wB97M-V/def2-TZVPD.

HOMO-LUMO gap ... 5.7 eV
Highest occupied orbital energy ... -4.230 eV
Calculated total energy ... -163992.540 eV
Molar mass ... 1261.0 u
Charge ... -1

Positions of all 113 atoms, in Å:
N -6.58 -0.14 0.67
P -6.28 -1.55 -0.45
C -7.66 -2.53 0.39
C -7.42 -4.03 0.63
C -7.72 -4.91 -0.57
I -8.27 -6.92 -0.02
P -7.52 -0.73 -2.21
O -8.35 -2.01 -2.83
Cl -9.01 0.48 -1.29
O -5.89 -2.86 -1.54
C -4.65 -3.45 -1.26
C -4.05 -2.85 0.03
O -3.46 -3.85 0.84
S -2.65 -1.66 -0.29
O -5.06 -2.21 0.68
H -6.40 0.70 0.13
H -5.82 -0.17 1.35
H -5.24 -0.77 -1.07
H -7.79 -2.06 1.37
H -8.61 -2.37 -0.13
H -8.07 -4.34 1.46
H -6.40 -4.20 0.98
H -8.52 -4.52 -1.19
H -6.85 -5.03 -1.21
H -8.67 -2.61 -2.14
H -3.97 -3.35 -2.11
H -4.75 -4.53 -1.07
H -4.19 -4.40 1.17
H -2.24 -2.04 -1.50
C 4.12 1.74 -2.64
C 3.68 0.95 -1.43
O 2.27 1.10 -1.17
C 1.45 0.39 -1.93
O 1.76 -0.38 -2.80
C -0.01 0.66 -1.51
F -0.23 1.98 -1.40
F -0.24 0.09 -0.33
F -0.84 0.17 -2.41
H 3.85 2.79 -2.53
H 5.20 1.67 -2.76
H 3.65 1.37 -3.55
H 4.17 1.32 -0.53
H 3.92 -0.11 -1.53
C 11.44 0.96 -3.37
C 11.03 0.16 -2.16
O 9.61 0.26 -1.91
C 8.85 -0.49 -2.69
O 9.20 -1.24 -3.56
C 7.37 -0.30 -2.31
F 7.07 1.00 -2.18
F 7.10 -0.90 -1.15
F 6.57 -0.82 -3.24
H 11.12 2.00 -3.27
H 12.52 0.93 -3.50
H 10.97 0.56 -4.27
H 11.50 0.55 -1.26
H 11.31 -0.89 -2.25
C -2.25 -1.38 2.96
C -1.83 -1.46 4.41
O -2.26 -0.30 5.16
C -3.53 -0.29 5.55
O -4.35 -1.13 5.38
C -3.80 1.01 6.34
F -3.33 2.09 5.71
F -3.20 0.94 7.54
F -5.10 1.18 6.54
H -1.88 -0.46 2.51
H -1.84 -2.23 2.41
H -3.33 -1.40 2.85
H -0.75 -1.45 4.49
H -2.21 -2.36 4.89
C 2.19 -3.42 8.39
C 2.48 -4.74 7.69
O 1.35 -5.17 6.90
C 1.20 -4.58 5.73
O 1.91 -3.73 5.25
C -0.03 -5.16 5.00
F -1.08 -5.23 5.82
F 0.25 -6.40 4.58
F -0.34 -4.42 3.96
H 1.29 -3.50 8.99
H 3.03 -3.16 9.04
H 2.05 -2.62 7.67
H 2.63 -5.53 8.42
H 3.36 -4.68 7.06
C -2.86 2.81 -4.42
C -3.46 3.59 -3.27
O -4.78 4.08 -3.59
C -5.76 3.17 -3.51
O -5.65 2.03 -3.18
C -7.10 3.83 -3.88
F -6.99 4.55 -5.01
F -7.49 4.66 -2.90
F -8.04 2.92 -4.06
H -2.85 3.42 -5.32
H -1.84 2.51 -4.18
H -3.44 1.91 -4.62
H -2.88 4.48 -3.06
H -3.51 2.99 -2.36
C 5.95 6.74 -0.76
C 6.25 7.24 -2.15
O 7.49 6.71 -2.66
C 7.44 5.46 -3.11
O 6.48 4.75 -3.14
C 8.84 5.07 -3.63
F 9.79 5.40 -2.75
F 9.09 5.71 -4.78
F 8.93 3.76 -3.86
H 6.78 6.97 -0.09
H 5.05 7.22 -0.37
H 5.80 5.66 -0.75
H 6.39 8.32 -2.15
H 5.44 7.01 -2.85

Mulliken atomic charge list, values in e, 99 entries: -0.9858, 1.3290, -1.3696, -0.2073, -0.9128, -0.0790, 0.2093, -0.4725, -0.3657, -0.6007, -0.5843, 0.0817, -0.5178, -0.0651, -0.5827, 0.2567, 0.2770, -0.1087, 0.4149, 0.8033, 0.6274, -0.0952, 0.4237, 0.2826, 0.3094, 0.3841, 0.1778, 0.3679, 0.0826, -0.8831, -0.2604, -0.2997, 0.1824, -0.5281, 1.0917, -0.2970, -0.2861, -0.2009, 0.3564, 0.1548, 0.3248, 0.3322, 0.3343, -1.0027, -0.2410, -0.3148, 0.0489, -0.5196, 1.2540, -0.2978, -0.2705, -0.2548, 0.1859, 0.3852, 0.3266, 0.3331, 0.3368, -0.9748, -0.2985, -0.3587, 0.3495, -0.5063, 0.8681, -0.2515, -0.2645, -0.2400, 0.2543, 0.4319, 0.2848, 0.3667, 0.3016, -1.0969, -0.2192, -0.3238, 0.3132, -0.5207, 0.9921, -0.2618, -0.2818, -0.2115, 0.3026, 0.3679, 0.3191, 0.3123, 0.3165, -1.0684, -0.1952, -0.3470, 0.2779, -0.4243, 0.9112, -0.2674, -0.2738, -0.2168, 0.3354, 0.3154, 0.2863, 0.3130, 0.3093



Computed, not measured: C10H16Br5F3N3O2 as an isolated structure at a distorted geometry, with wB97M-V/def2-TZVPD.

HOMO-LUMO gap ... 6.9 eV
Highest occupied orbital energy ... -12.252 eV
Calculated total energy ... -377549.737 eV
Molar mass ... 666.8 u
Charge ... +1

Positions of all 39 atoms, in Å:
N 0.91 3.91 0.01
C 0.07 2.81 0.38
N -0.40 2.73 1.78
N -0.32 1.83 -0.49
C 0.65 0.80 -1.01
C 2.17 1.01 -0.55
C 2.49 0.57 0.96
C 2.20 -0.96 1.27
O 3.16 -1.70 1.61
O 0.92 -1.56 1.23
C -1.77 1.90 -0.89
C -2.44 0.48 -1.20
C -3.14 -0.21 0.07
F -4.41 0.48 0.23
Br -2.06 -0.18 1.72
C -3.54 -1.75 -0.23
F -2.52 -2.67 0.10
F -4.68 -2.07 0.57
Br -4.07 -2.10 -2.10
H 0.86 4.69 0.69
H 0.78 4.22 -0.96
H 0.45 2.68 2.35
H -0.88 3.63 1.95
H 0.64 0.92 -2.16
H 0.25 -0.26 -0.83
H 2.54 2.07 -0.81
H 2.80 0.31 -1.22
H 3.61 0.75 1.12
H 1.97 1.24 1.74
H 1.02 -2.48 0.88
H -1.93 2.60 -1.78
H -2.32 2.33 0.03
H -1.76 -0.28 -1.71
H -3.30 0.68 -1.94
C 2.43 -5.27 -0.04
Br 0.60 -4.79 -0.48
Br 2.80 -7.13 -0.47
Br 3.71 -4.07 -0.86
H 2.53 -5.17 1.04

Taken from the Mulliken analysis, the atomic charges in e are: -0.2848, -0.5889, -0.3334, 0.6568, -0.4814, -0.9670, 0.0717, 0.3715, -0.5353, -0.2110, -0.7879, -0.9591, 0.4068, -0.3012, -0.0097, 0.4203, -0.1721, -0.2152, -0.0774, 0.3144, 0.3206, 0.3393, 0.3206, 0.3286, 0.3813, 0.4104, 0.3846, 0.3470, -0.0379, 0.1421, 0.3067, 0.4732, 0.4776, 0.4854, -0.3714, 0.0081, -0.0257, -0.0062, 0.3987



Computed, not measured: C41H45N7O2RuSi as an isolated structure, with wB97M-V/def2-TZVPD.

HOMO-LUMO gap (spin up / spin down) ... 6.8 / 6.7 eV
2S+1 ... 2
Highest occupied orbital energy (spin up / spin down) ... -10.148 / -10.151 eV
Calculated total energy ... -68230.987 eV
Molar mass ... 797.0 u
Charge ... +1
ΔE to the lowest compared entry with this formula, charge and spin ... 11.0 kJ/mol
<S²> ... 0.756

Positions of all 97 atoms, in Å:
Ru 1.55 0.40 1.69
O 4.91 2.87 1.57
C 3.76 2.50 1.42
N 3.18 1.49 2.13
C 3.90 1.19 3.36
C 2.98 0.42 4.26
C 3.33 0.10 5.56
C 2.42 -0.56 6.36
C 1.16 -0.87 5.85
C 0.90 -0.53 4.54
N 1.79 0.08 3.75
C 2.85 3.31 0.51
C 3.45 4.14 -0.43
C 2.64 4.93 -1.23
C 1.27 4.88 -1.04
C 0.77 4.03 -0.06
N 1.54 3.25 0.70
H 4.20 2.11 3.86
H 4.82 0.64 3.19
H 4.31 0.37 5.93
H 2.67 -0.83 7.38
H 0.41 -1.37 6.44
H -0.06 -0.76 4.09
H 4.53 4.15 -0.51
H 3.07 5.59 -1.97
H 0.60 5.49 -1.62
H -0.30 3.98 0.12
C -8.96 1.41 -6.99
O -7.58 1.39 -7.33
C -6.68 1.32 -6.33
C -7.01 1.25 -4.98
C -6.00 1.18 -4.03
C -4.67 1.19 -4.40
C -4.35 1.26 -5.75
C -5.33 1.33 -6.71
C -3.63 1.12 -3.36
N -3.85 1.08 -2.06
C -2.61 1.02 -1.49
C -1.62 1.03 -2.44
N -2.29 1.10 -3.64
C -0.23 0.98 -2.13
C 0.84 1.10 -3.04
C 2.12 1.07 -2.58
C 2.35 0.85 -1.21
N 1.36 0.72 -0.35
C 0.09 0.83 -0.78
C -0.94 0.86 0.25
N -0.53 0.83 1.54
C -1.42 0.99 2.50
C -2.79 1.11 2.24
C -3.23 1.08 0.94
C -2.28 0.97 -0.10
H -9.50 1.49 -7.92
H -9.19 2.27 -6.35
H -9.24 0.49 -6.48
H -8.04 1.23 -4.66
H -6.25 1.12 -2.97
H -3.32 1.27 -6.09
H -5.10 1.38 -7.76
H -1.89 1.12 -4.56
H 0.64 1.24 -4.10
H 2.96 1.19 -3.25
H 3.35 0.77 -0.81
H -1.04 1.03 3.51
H -3.49 1.22 3.06
H -4.28 1.15 0.68
C 2.03 -2.16 -0.71
Si 1.81 -2.05 1.15
C 3.41 -2.83 1.87
C 3.90 -3.95 0.94
C 3.24 -3.41 3.28
C 4.51 -1.78 1.92
C 0.19 -3.06 1.49
C -1.03 -2.27 1.02
C -0.05 -3.48 2.94
C 0.24 -4.34 0.64
H 2.16 -3.21 -1.00
H 2.92 -1.62 -1.05
H 1.16 -1.77 -1.25
H 3.16 -4.73 0.75
H 4.77 -4.44 1.41
H 4.24 -3.57 -0.03
H 2.69 -4.35 3.27
H 2.74 -2.72 3.97
H 4.23 -3.62 3.70
H 4.56 -1.15 1.02
H 5.49 -2.27 2.03
H 4.38 -1.14 2.78
H -1.24 -1.43 1.68
H -1.91 -2.92 1.04
H -0.92 -1.90 0.00
H 0.10 -2.68 3.66
H 0.59 -4.31 3.24
H -1.09 -3.83 3.05
H 0.17 -4.14 -0.43
H -0.62 -4.97 0.90
H 1.13 -4.94 0.82

Taken from the Mulliken analysis, the atomic charges in e are: -1.1659, -0.6766, -0.3252, 0.2403, -1.1854, 0.4406, -1.0730, -0.5348, -1.3413, -0.4833, 0.8245, 0.5911, -0.5391, -0.4790, -0.7599, -0.1494, -0.0966, 0.6652, 0.3943, 0.5487, 0.4234, 0.4631, 0.8414, 0.5140, 0.4438, 0.4544, 0.4749, -0.8470, -0.4525, 0.9291, -0.4407, -0.8241, 0.3478, -0.3859, -0.8583, 0.1916, -0.9022, 0.6745, -0.0777, -0.0785, 0.7058, -1.1906, -1.7050, -0.8029, 2.1558, -0.1647, 0.2019, 0.3207, -0.8904, -0.8922, -0.9224, 0.9715, 0.2408, 0.3469, 0.3455, 0.4074, 0.4429, 0.2481, 0.4189, 0.1825, 0.4892, 0.5299, 0.4924, 0.7844, 0.4954, 0.5945, -1.5691, 1.0613, 2.4329, -1.8479, -1.7044, -1.7492, 2.6246, -2.0989, -1.6135, -1.9880, 0.5878, 0.4067, 0.3802, 0.2899, 0.5585, 0.3624, 0.3492, 0.2194, 0.5103, 0.2073, 0.5872, 0.1108, 0.1626, 0.6500, 0.3442, 0.0223, 0.4151, 0.5114, 0.3320, 0.5382, 0.3142



Computed, not measured: a 2-piece molecular cluster, C5H7N2O2S2 overall at a distorted geometry, with wB97M-V/def2-TZVPD.

HOMO-LUMO gap (spin up / spin down) ... 7.1 / 7.1 eV
Highest occupied orbital energy (spin up / spin down) ... -12.192 / -12.194 eV
Calculated total energy ... -34032.207 eV
Molar mass ... 191.3 u
Charge ... +1
ΔE to the lowest compared entry with this formula, charge and spin ... 248.7 kJ/mol

Positions of all 18 atoms, in Å:
C 0.25 1.70 0.47
C -1.43 0.27 0.16
C 0.66 0.65 -0.47
C -2.85 -1.46 -0.58
C 2.99 0.06 -0.03
N -0.41 -0.36 -0.49
N -0.99 1.26 0.94
O 0.74 2.73 0.79
O -2.52 -0.38 0.33
S 0.20 0.18 -2.07
S 3.40 -0.22 1.62
H -1.95 -1.41 -1.32
H -3.82 -1.35 -1.06
H -2.87 -2.36 -0.06
H 3.35 1.02 -0.39
H 3.22 -0.75 -0.69
H -1.56 1.97 1.44
H 3.58 -1.54 1.43

Taken from the Mulliken analysis, the atomic charges in e are: 0.5079, 0.4751, -0.1548, -0.4715, -0.4561, -0.1758, -0.0372, -0.4996, -0.3233, 0.0514, -0.0240, 0.2705, 0.2800, 0.2825, 0.3535, 0.4047, 0.3246, 0.1921



Computed, not measured: C25H35CsN4P as an isolated structure at a distorted geometry, with wB97M-V/def2-TZVPD.

HOMO-LUMO gap ... 9.0 eV
Highest occupied orbital energy ... -10.906 eV
Calculated total energy ... -42286.134 eV
Molar mass ... 555.5 u
Charge ... +1
ΔE to the lowest compared entry with this formula, charge and spin ... 33.2 kJ/mol

Positions of all 66 atoms, in Å:
Cs 0.02 -0.19 -0.02
C -2.30 1.82 2.10
C -2.48 0.33 2.46
C -3.11 -0.44 1.33
C -4.46 -0.24 1.04
C -5.03 -0.91 -0.03
C -4.23 -1.78 -0.77
C -2.92 -1.94 -0.38
N -2.36 -1.28 0.63
N -0.97 2.07 1.53
C -0.93 3.18 0.57
C -2.04 3.08 -0.44
C -2.96 4.12 -0.58
C -4.02 3.96 -1.46
C -4.13 2.77 -2.17
C -3.15 1.81 -1.98
N -2.13 1.95 -1.15
C -0.04 2.31 2.63
C 1.43 2.30 2.30
C 2.28 3.19 2.95
C 3.64 3.11 2.74
C 4.12 2.13 1.87
C 3.20 1.30 1.26
N 1.89 1.37 1.47
H -2.47 2.44 2.99
H -3.06 2.09 1.38
H -3.12 0.26 3.34
H -1.52 -0.12 2.71
H -5.06 0.43 1.65
H -6.07 -0.76 -0.28
H -4.64 -2.33 -1.60
H -2.27 -2.63 -0.91
H 0.03 3.15 0.06
H -1.01 4.16 1.08
H -2.85 5.02 -0.01
H -4.76 4.75 -1.58
H -4.95 2.61 -2.86
H -3.19 0.88 -2.54
H -0.20 1.51 3.37
H -0.28 3.26 3.13
H 1.87 3.94 3.62
H 4.32 3.79 3.24
H 5.18 2.02 1.68
H 3.53 0.52 0.58
C 2.98 -4.02 -3.72
C 2.40 -3.51 -2.40
P 1.56 -1.86 -2.42
C 0.37 -2.12 -3.82
C -0.72 -1.05 -3.91
C 2.87 -0.82 -3.23
C 2.62 0.68 -3.10
H 3.45 -4.99 -3.56
H 3.75 -3.35 -4.11
H 2.21 -4.15 -4.47
H 3.19 -3.43 -1.65
H 1.67 -4.22 -2.01
H -0.09 -3.10 -3.65
H 0.92 -2.17 -4.76
H -1.29 -1.01 -2.98
H -1.41 -1.28 -4.72
H -0.30 -0.06 -4.10
H 2.96 -1.10 -4.28
H 3.81 -1.08 -2.74
H 1.69 0.97 -3.57
H 3.43 1.24 -3.58
H 2.58 0.98 -2.05

Taken from the Mulliken analysis, the atomic charges in e are: 1.8148, -1.0279, -0.7906, 0.7501, -0.5107, -0.4734, -0.6987, -0.4445, -0.6846, 0.7381, -0.5575, -0.2315, -0.9068, -0.4955, -0.9533, -0.0293, 0.3039, -0.9630, 0.2139, -0.8535, -0.4440, -0.8040, -0.2551, -0.1139, 0.3886, 0.5142, 0.3826, 0.3729, 0.4202, 0.4539, 0.4282, 0.5406, 0.4401, 0.3935, 0.4089, 0.4330, 0.4351, 0.4092, 0.4661, 0.3179, 0.4105, 0.4329, 0.4050, 0.4688, -1.1924, -0.8231, 0.6068, -0.8286, -0.8601, -0.8115, -0.9630, 0.4024, 0.2640, 0.2618, 0.3738, 0.3784, 0.4387, 0.5006, -0.0704, 0.4196, 0.2244, 0.4534, 0.4401, 0.2156, 0.3740, 0.0906



Computed, not measured: C4H11O2Sm as an isolated structure at a distorted geometry, with wB97M-V/def2-TZVPD.

HOMO-LUMO gap (spin up / spin down) ... 5.3 / 4.7 eV
2S+1 ... 8
Highest occupied orbital energy (spin up / spin down) ... -5.041 / -4.814 eV
Calculated total energy ... -26317.896 eV
Molar mass ... 241.5 u
Charge ... 0
<S²> ... 15.763

Positions of all 18 atoms, in Å:
H -0.19 1.98 2.84
O -0.12 2.20 3.79
C 0.36 1.07 4.48
H 1.28 0.67 4.02
H 0.58 1.37 5.51
H -0.39 0.26 4.50
C -0.98 -0.06 -3.65
O -0.41 -0.12 -2.36
C 0.32 -1.26 -2.04
C 0.85 -1.20 -0.65
Sm -1.20 1.50 -0.41
H -1.62 0.83 -3.66
H -0.17 0.02 -4.39
H -1.59 -0.96 -3.85
H 1.57 -2.03 -1.25
H -0.10 -2.17 -2.47
H 1.65 -0.45 -0.49
H 0.17 -1.65 0.09

Taken from the Mulliken analysis, the atomic charges in e are: 0.1794, -0.4125, -0.4740, 0.2290, 0.2100, 0.2273, -0.6363, -0.1198, -0.1406, -0.9629, -0.0843, 0.1675, 0.2911, 0.3092, 0.2623, 0.3049, 0.3669, 0.2828